Record 1
Computed, not measured: a 2-piece molecular cluster, C4H13N2 overall, with the ωB97M-V functional and the def2-TZVPD basis.

Computed properties:
HOMO (spin up / spin down) ... -19.362 / -19.363 eV
LUMO energy (spin up / spin down) ... -14.3 / -14.4 eV
Relative energy (zero: lowest compared OMol25 entry of this formula, charge and spin) ... 735.42 kJ/mol
Gap between HOMO and LUMO (spin up / spin down) ... 5.0 / 5.0 eV
<S²> ... 0.77

```
! wB97M-V def2-TZVPD RIJCOSX def2/J DEFGRID3
* xyz 2 2
C 1.164 1.115 1.783
N 1.432 -0.301 1.704
C 0.225 1.453 0.558
N -0.742 0.495 0.484
C -0.741 -0.673 -2.584
C -1.109 -1.921 -1.739
H 0.517 1.287 2.696
H 2.000 1.847 1.933
H 0.630 -0.776 1.267
H 1.559 -0.755 2.608
H -0.036 2.424 0.747
H 0.848 1.459 -0.355
H -1.461 -0.550 -3.367
H -1.713 0.787 0.364
H -0.968 0.231 -1.936
H 0.255 -0.621 -2.975
H -0.302 -2.181 -1.076
H -1.903 -1.566 -1.065
H -1.482 -2.798 -2.256
*
```

=====

Record 2
Computed, not measured: C4H2FLiO4Tl as an isolated structure, with the ωB97M-V functional and the def2-TZVPD basis.

Computed properties:
HOMO (spin up / spin down) ... -21.018 / -21.015 eV
LUMO energy (spin up / spin down) ... -18.2 / -18.2 eV
Relative energy (zero: lowest compared OMol25 entry of this formula, charge and spin) ... 0.00 kJ/mol
Gap between HOMO and LUMO (spin up / spin down) ... 2.9 / 2.8 eV

```
! wB97M-V def2-TZVPD RIJCOSX def2/J DEFGRID3
* xyz 3 1
O 1.071 0.697 -4.552
C 1.541 0.895 -5.593
O 2.022 1.029 -6.639
O -0.681 0.339 2.927
C -1.276 -0.805 2.829
C -0.169 0.776 1.631
O -1.231 -1.237 1.589
C -0.284 -0.469 0.782
Li -1.114 -2.371 4.314
H 0.862 1.119 1.755
H -0.818 1.592 1.294
F 0.912 -1.196 0.899
Tl -0.835 -0.369 -1.237
*
```

=====

Record 3
Computed, not measured: one molecule with the formula C3H5NO2, with the ωB97M-V functional and the def2-TZVPD basis.

Computed properties:
HOMO (spin up / spin down) ... -10.327 / -10.328 eV
LUMO energy (spin up / spin down) ... -2.0 / -2.0 eV
Relative energy (zero: lowest compared OMol25 entry of this formula, charge and spin) ... 461.43 kJ/mol
Gap between HOMO and LUMO (spin up / spin down) ... 8.3 / 8.3 eV

```
! wB97M-V def2-TZVPD RIJCOSX def2/J DEFGRID3
* xyz 0 1
O -1.399 -0.649 -0.760
C -0.330 -0.484 0.136
C 0.994 -0.339 -0.610
N 0.760 1.540 0.678
C -0.364 0.854 0.831
O -1.241 1.412 1.486
H -2.205 -0.381 -0.294
H -0.292 -1.293 0.879
H 1.730 -1.120 -0.416
H 0.829 -0.173 -1.676
H 1.517 0.633 -0.253
*
```

=====

Record 4
Computed, not measured: a 2-piece molecular cluster, C5H10N2O2P overall, with the ωB97M-V functional and the def2-TZVPD basis.

Computed properties:
HOMO (spin up / spin down) ... -3.012 / -3.014 eV
LUMO energy (spin up / spin down) ... 3.5 / 3.5 eV
Relative energy (zero: lowest compared OMol25 entry of this formula, charge and spin) ... 375.23 kJ/mol
Gap between HOMO and LUMO (spin up / spin down) ... 6.5 / 6.5 eV

```
! wB97M-V def2-TZVPD RIJCOSX def2/J DEFGRID3
* xyz -1 1
C 4.215 0.404 0.450
C -2.083 1.192 -0.777
C -0.973 -0.431 1.958
C -1.968 -0.334 -1.216
C -1.045 -1.228 -0.347
N 4.509 0.711 1.604
N -1.618 -1.144 1.105
O 2.800 -1.428 -1.131
O 2.462 1.003 -1.576
P 2.780 -0.023 -0.583
H -2.767 1.678 -1.292
H -2.399 1.110 0.226
H -1.095 1.748 -0.758
H 4.027 0.875 2.502
H -1.255 -0.400 2.986
H -0.207 0.265 1.631
H -1.386 -0.296 -2.175
H -3.078 -0.699 -1.590
H -0.925 -2.279 -0.603
H 0.005 -0.723 -0.412
*
```

=====

Record 5
Computed, not measured: a 2-piece molecular cluster, C4H11NO overall, with the ωB97M-V functional and the def2-TZVPD basis.

Computed properties:
SMILES ... CC=O.CNC
HOMO ... -8.481 eV
LUMO energy ... 0.9 eV
Relative energy (zero: lowest compared OMol25 entry of this formula, charge and spin) ... 280.01 kJ/mol
Gap between HOMO and LUMO ... 9.4 eV

```
! wB97M-V def2-TZVPD RIJCOSX def2/J DEFGRID3
* xyz 0 1
C -2.203 -1.021 0.427
C -1.543 -2.026 -0.573
O -0.643 -2.740 -0.210
H -2.475 -0.154 -0.130
H -3.084 -1.469 0.951
H -1.537 -0.667 1.196
H -2.019 -2.101 -1.643
C 0.934 1.903 -0.702
N 1.357 1.450 0.541
C 1.904 0.056 0.597
H -0.187 2.251 -0.694
H 0.906 0.960 -1.520
H 1.662 2.474 -1.209
H 0.628 1.697 1.189
H 1.261 -0.497 -0.029
H 3.053 0.131 0.201
H 1.986 -0.247 1.608
*
```

=====

Record 6
Computed, not measured: one molecule with the formula H2IOP, with the ωB97M-V functional and the def2-TZVPD basis.

Computed properties:
SMILES ... POI
HOMO (spin up / spin down) ... -9.128 / -9.503 eV
LUMO energy (spin up / spin down) ... -2.5 / -2.3 eV
Relative energy (zero: lowest compared OMol25 entry of this formula, charge and spin) ... 221.99 kJ/mol
Gap between HOMO and LUMO (spin up / spin down) ... 6.6 / 7.2 eV

```
! wB97M-V def2-TZVPD RIJCOSX def2/J DEFGRID3
* xyz 0 1
P 0.852 -0.500 -0.130
O -0.645 -0.871 -0.062
I -2.458 0.464 0.323
H 1.113 0.437 0.925
H 1.137 0.471 -1.057
*
```